10
Properties=species:S:1:pos:R:3:forces:R:3 method="wB97M-V/def2-TZVPD" homo_energy_ha=-0.35497 lumo_energy_ha=-0.0558 de_lowest_kcal_mol=71.8 total_charge=0 orbital_gap_ha=0.299 largest_force_ev_per_a=3.313 energy_ev=-20482.46494
O -1.17061 -0.71545 -1.27691 -0.0475 0.5322 0.8323
H -0.16950 -0.48792 1.25412 1.1791 0.1371 -0.0166
N 0.12150 -0.13602 -1.19345 0.5054 1.9392 -2.3876
H 0.41349 0.58399 -1.91795 -1.7215 -1.4544 0.0689
N 0.80310 -0.29507 0.97774 1.0071 0.2154 3.1493
H 1.42252 0.03717 1.75875 -0.9966 -0.4650 -1.2997
C 0.94081 0.34683 -0.17754 0.8340 -0.8008 -0.4115
N -1.83594 0.06957 1.18524 -1.6015 -0.1392 -0.5680
O 1.84416 1.08529 -0.56617 -0.7992 -0.3222 0.7599
S -2.36953 -0.48838 -0.04382 1.6407 0.3576 -0.1269

10
Properties=species:S:1:pos:R:3:forces:R:3 method="wB97M-V/def2-TZVPD" homo_energy_ha=-0.31574 lumo_energy_ha=-0.0021 de_lowest_kcal_mol=127.6 total_charge=0 orbital_gap_ha=0.314 largest_force_ev_per_a=3.450 energy_ev=-20480.04610
H -0.24407 -2.05605 -0.65382 -0.6669 0.0623 0.0853
O 2.59865 -0.86964 0.23885 -0.2050 0.6441 -0.4497
O -2.10576 -0.56181 -0.18456 -1.0099 -0.0250 0.1962
N 0.02496 -1.09409 -0.46144 -0.7684 -0.7836 -1.2920
N 1.57598 -0.30304 0.45493 2.1105 -0.6789 2.6429
N -0.91119 -0.31728 -0.20328 0.1740 -0.6917 -0.4031
S 1.25132 1.25329 -0.31467 -0.4422 1.0887 -0.7032
H -1.11581 1.77202 -0.32095 0.0303 -0.1799 0.0408
H -0.59424 1.13213 1.26421 -0.0702 -0.2103 -0.1628
C -0.47984 1.04445 0.18074 0.8477 0.7742 0.0455

10
Properties=species:S:1:pos:R:3:forces:R:3 method="wB97M-V/def2-TZVPD" homo_energy_ha="-0.35051 / -0.35151" lumo_energy_ha="-0.0551 / -0.0553" de_lowest_kcal_mol=80.8 total_charge=0 orbital_gap_ha="0.295 / 0.296" largest_force_ev_per_a=3.684 energy_ev=-17523.11739
H 0.80884 0.74097 1.09518 0.7421 3.2561 0.4870
N -1.93463 -3.08857 0.30305 -0.6145 -2.3792 0.1603
N -2.13388 1.18392 0.18198 -1.5320 -0.8108 -2.2739
Si -1.03448 -0.29455 0.01647 -0.1763 0.2334 -3.6728
O -1.71847 2.29123 0.37285 0.5250 0.5368 0.9176
N 0.35118 -0.06541 0.88162 -1.5134 -1.0899 -0.0951
C -1.66588 -1.99229 0.22811 0.4270 2.5754 0.1178
H -1.03991 -0.18440 -2.49135 0.1557 -0.1202 2.9772
H 1.04767 -0.73460 0.94212 1.1357 -2.1713 0.0532
O -3.20390 0.94283 -0.41740 0.8508 -0.0304 1.3287

8
Properties=species:S:1:pos:R:3:forces:R:3 method="wB97M-V/def2-TZVPD" homo_energy_ha=-0.32929 lumo_energy_ha=0.0198 de_lowest_kcal_mol=12.3 total_charge=0 orbital_gap_ha=0.349 largest_force_ev_per_a=3.953 energy_ev=-16388.74435
H 1.05340 1.09148 0.05474 -0.6736 -0.8082 1.2730
N 1.15003 -0.08323 -2.26648 1.5468 -1.5749 2.4481
C 0.51424 0.10889 -0.09993 -0.2386 -0.4388 0.5755
H -1.53629 -0.28660 -0.68204 2.0731 1.1734 -0.1440
N 1.44623 -0.41685 -1.06394 0.0934 -0.0057 -3.9520
H 0.40357 -0.72405 0.71569 0.2182 2.3079 -1.0462
S -0.30535 0.70688 -2.42641 -0.6342 0.3038 1.2747
N -0.73528 0.43068 -0.75403 -2.3851 -0.9575 -0.4292

8
Properties=species:S:1:pos:R:3:forces:R:3 method="wB97M-V/def2-TZVPD" homo_energy_ha="-0.25423 / -0.33142" lumo_energy_ha="0.0374 / -0.0602" de_lowest_kcal_mol=0.0 total_charge=0 orbital_gap_ha="0.292 / 0.271" spin_multiplicity=3 largest_force_ev_per_a=4.484 energy_ev=-16386.71636
H -1.37212 1.78278 2.21696 -0.4190 -0.1827 0.4250
N 0.76551 -1.44531 -0.09002 0.1952 0.0179 0.0645
C -1.74230 1.36580 1.31131 1.2173 1.5215 3.7533
N -1.82012 1.08971 0.23436 -0.8004 -1.3437 -4.2022
H 1.06167 -0.14791 -1.76208 0.2655 -0.9712 3.0239
N 1.24215 -0.36883 -0.70052 -0.3749 1.6871 -3.9924
S -0.02131 -2.53559 -0.92212 -0.4453 -0.6996 0.0072
H 1.88652 0.25935 -0.28789 0.3618 -0.0292 0.9207

9
Properties=species:S:1:pos:R:3:forces:R:3 method="wB97M-V/def2-TZVPD" homo_energy_ha=-0.28233 lumo_energy_ha=-0.0019 de_lowest_kcal_mol=39.9 total_charge=0 orbital_gap_ha=0.280 largest_force_ev_per_a=6.628 energy_ev=-27222.73151
N -0.20427 -0.48432 0.67938 0.2974 -1.8760 0.6492
C -1.60517 1.36895 0.44165 3.5318 -3.8058 0.0038
H 1.55537 -1.58082 0.25305 0.5877 -2.4047 1.9004
S -2.07485 -1.36704 0.12704 -0.4822 0.4580 -0.1579
N 0.91340 -0.89258 0.07826 0.2227 4.7957 -4.5704
S -2.91625 0.47186 -0.26122 0.4691 -0.4600 0.1379
N -0.39461 0.78869 0.61127 -2.7698 3.1044 -0.1360
H 1.33524 -0.25816 -0.71326 -1.5453 -1.3711 1.9798
H -1.63744 2.38652 0.65610 -0.3114 1.5595 0.1932

9
Properties=species:S:1:pos:R:3:forces:R:3 method="wB97M-V/def2-TZVPD" homo_energy_ha="-0.29386 / -0.28113" lumo_energy_ha="-0.0426 / -0.0614" de_lowest_kcal_mol=46.6 total_charge=0 orbital_gap_ha="0.251 / 0.220" largest_force_ev_per_a=4.315 energy_ev=-27222.44475
S 1.15596 -1.29411 1.78769 -0.1965 0.4988 -0.1925
C -0.44764 1.21288 0.82458 -1.2506 0.4524 4.1046
H -0.12489 -1.58149 -0.61442 0.4408 0.8329 -0.4793
N 0.01731 -0.96374 -1.44969 0.8952 -1.1889 -0.5162
N -0.05464 0.34149 -1.38599 1.4204 0.1459 -0.4809
N -0.41466 0.98224 -0.41003 -0.3912 0.4565 -1.9293
S 0.20927 0.38888 2.24733 -0.2593 0.4624 -1.4288
H 0.81472 -1.15075 -2.11797 -1.7122 -0.3780 1.0201
H -1.15543 2.06459 1.11850 1.0535 -1.2821 -0.0976

8
Properties=species:S:1:pos:R:3:forces:R:3 method="wB97M-V/def2-TZVPD" homo_energy_ha=-0.33080 lumo_energy_ha=-0.0955 de_lowest_kcal_mol=125.6 total_charge=0 orbital_gap_ha=0.235 largest_force_ev_per_a=3.560 energy_ev=-13424.88814
H -0.71826 -2.43146 -1.31237 0.0147 0.7864 0.8284
N 2.22470 -0.24402 0.04848 -0.6518 -0.4404 -0.9387
H 3.77240 -1.15205 0.81986 0.5077 -1.1099 0.2612
Si -1.30856 -1.60551 -0.13433 0.0782 -2.5054 -2.5277
C 3.18560 -0.27605 0.81959 -0.7535 1.3692 -0.2287
H -2.56764 -2.47586 -0.01904 0.3260 1.1204 0.8071
N -0.64085 -0.26174 0.44502 1.8038 0.7954 -0.1340
N 1.39004 -0.11974 -0.78974 -1.3251 -0.0157 1.9323